Entry from OMol25: a molecular structure, C4H5LiOTl in a non-equilibrium geometry (wB97M-V/def2-TZVPD).

Atoms and positions in Å:
Tl (1.0446, 1.9639, -0.4479)
O (1.7360, 0.0070, 0.5671)
C (-0.7086, -0.9295, 0.8879)
C (-0.5137, -0.0962, -0.2818)
C (0.8111, -0.8965, 0.1945)
C (-0.9438, 0.7767, -1.2375)
Li (2.0460, 1.2867, 1.7200)
H (-0.7735, -1.9047, 1.3665)
H (-1.4641, 0.3108, -2.0557)
H (1.1517, -1.7111, -0.4335)
H (-1.4734, -0.4992, 1.5341)
H (-0.9123, 1.6921, -1.8138)

Properties
Energy above the lowest of the compared OMol25 structures with the same formula, charge and spin = 75.22 kcal per mole
Charge = 0
Spin multiplicity = 2
HOMO level (spin up / spin down) = -5.40 / -5.79 eV

=====

Entry from OMol25: a molecular structure, C18H30CrNO5P2S in a non-equilibrium geometry (wB97M-V/def2-TZVPD).

Atoms and positions in Å:
Cr (-1.0391, 0.1148, -0.2383)
S (0.7713, 0.3108, 1.9619)
P (-1.7943, -1.8230, 1.0444)
P (-0.0526, 0.9273, -2.4670)
O (-0.3974, 1.1708, 1.4826)
O (-0.1290, -5.5094, -2.5376)
O (2.0267, -1.9109, -1.5384)
O (1.5246, -0.3425, 0.8825)
O (0.4726, -0.4554, 3.1474)
N (-2.5102, -0.4658, -1.4524)
C (0.3720, -0.1346, -3.8878)
C (-3.4281, -1.4539, -1.0831)
C (5.2766, 3.5830, 4.3019)
C (-2.7671, 0.3450, -2.5021)
C (2.0482, 1.4497, 2.4283)
C (-4.8510, -0.8130, -2.9366)
C (-2.5871, -0.9140, 2.4300)
C (-4.4691, -1.7564, -2.0037)
C (-0.6462, -3.0761, 1.7624)
C (2.8236, 3.1956, 3.8848)
C (4.1583, 2.8696, 3.5819)
C (-1.7460, 1.4113, -2.9108)
C (-3.2525, -2.1951, 0.1358)
C (0.9456, 2.4432, -2.7414)
C (-3.9942, 0.2800, -3.1406)
C (3.3667, 1.1355, 2.0667)
C (1.7515, 2.4908, 3.3176)
C (4.4000, 1.8554, 2.6469)
H (-0.7168, -5.4799, -1.7112)
H (-5.0548, -2.6587, -1.8412)
H (0.6623, 3.2093, -2.0054)
H (0.7128, 2.7369, 3.5693)
H (3.5654, 0.3376, 1.3560)
H (-0.6488, -4.9595, -3.2677)
H (1.4294, -2.4892, -1.9661)
H (-3.1943, -0.1411, 1.9440)
H (-1.2669, -3.7625, 2.3530)
H (0.8351, 2.8562, -3.7574)
H (-4.2687, 1.0934, -3.8129)
H (-1.9515, -0.4965, 3.2241)
H (-3.2448, -1.7118, 2.7879)
H (-1.9823, 2.3472, -2.3915)
H (-3.3765, -3.2868, -0.0966)
H (-0.2022, -0.6736, -0.8541)
H (1.3797, -0.5434, -3.7681)
H (0.1197, -2.6441, 2.4260)
H (5.1690, 4.6688, 4.1886)
H (6.2367, 3.2514, 3.9016)
H (1.9763, -2.1770, -0.5146)
H (2.0074, 2.2054, -2.5745)
H (5.2480, 3.3546, 5.3745)
H (0.3094, 0.4345, -4.8202)
H (-5.8260, -0.8591, -3.4330)
H (-0.1067, -3.6559, 0.9987)
H (5.4322, 1.6287, 2.3903)
H (-1.8015, 1.6333, -3.9829)
H (2.6206, 4.0138, 4.5928)
H (-0.3361, -0.9651, -3.9448)

Properties
Energy above the lowest of the compared OMol25 structures with the same formula, charge and spin = 30.90 kcal per mole
Charge = +1
Spin multiplicity = 5
HOMO level (spin up / spin down) = -10.85 / -10.87 eV

=====

The lowest energy above the lowest of the compared OMol25 structures with the same formula, charge and spin belongs to which entry? C18H30CrNO5P2S

=====

energy above the lowest of the compared OMol25 structures with the same formula, charge and spin of number 2 (C18H30CrNO5P2S)? 30.90 kcal per mole